*1*
Entry from the OMol25 dataset: a 2-piece molecular cluster, C3H9N2O2 overall (the ωB97M-V functional and the def2-TZVPD basis).

- Kohn-Sham gap: 0.408 Ha
- HOMO level: -14.39 eV

Geometry as ORCA input:
```
! wB97M-V def2-TZVPD RIJCOSX def2/J DEFGRID3
* xyz 1 1
C 1.7953 1.1935 -1.0842
N -0.0912 2.1907 1.8807
C 0.2883 1.6203 0.7628
N 1.4513 1.8158 0.1926
H 1.4364 1.8159 -1.9015
H 1.3595 0.1988 -1.1374
H 2.8688 1.0536 -1.1666
H 0.5081 2.8066 2.4011
H -0.9904 1.9964 2.2854
H -0.3684 0.8504 0.3619
H 1.8856 2.6987 0.4160
O -0.5558 -1.3198 -0.4400
C -0.8527 -2.4350 -0.7386
O -2.0651 -2.9434 -0.4761
H -0.2168 -3.1374 -1.2934
H -2.0495 -3.9004 -0.6595
*
```



*2*
Entry from the OMol25 dataset: a 2-piece molecular cluster, C3H9N2O2 overall (the ωB97M-V functional and the def2-TZVPD basis).

- Kohn-Sham gap (spin up / spin down): 0.236 / 0.350 Ha
- HOMO level (spin up / spin down): -13.75 / -15.29 eV

Geometry as ORCA input:
```
! wB97M-V def2-TZVPD RIJCOSX def2/J DEFGRID3
* xyz 1 1
C -1.3502 1.3039 -0.0211
C -0.4468 -1.1357 0.7136
C -0.4782 0.0398 -0.4049
N 3.5784 -0.7910 -0.0847
N 0.9218 0.3475 -0.4024
O 3.4284 0.5040 -0.1689
O 1.4396 1.3122 0.0316
H -0.7338 1.9516 0.5365
H -1.6789 1.8067 -0.8580
H -2.1908 0.9669 0.6231
H -0.0072 -2.0022 0.2956
H -1.5443 -1.1521 0.6822
H -0.0468 -0.9593 1.6805
H -0.6286 -0.5245 -1.2253
H 3.3202 -1.2785 -0.9339
H 3.7792 0.9103 0.6358
*
```



What is the stability order? It is *1*, *2*, from most stable to least stable.



*1*
Entry from the OMol25 dataset: a 2-piece molecular cluster, C5H7N3 overall (the ωB97M-V functional and the def2-TZVPD basis).

- Kohn-Sham gap (spin up / spin down): 0.287 / 0.298 Ha
- HOMO level (spin up / spin down): -8.07 / -7.60 eV

Geometry as ORCA input:
```
! wB97M-V def2-TZVPD RIJCOSX def2/J DEFGRID3
* xyz 0 1
C -2.3232 -0.2819 0.6960
C -1.7539 -1.1904 -0.1982
C 2.0877 -0.8646 0.1799
C 2.4216 0.3392 0.4629
C 0.1334 1.5779 -0.7108
N -1.6630 0.8658 0.6065
N -0.7477 -0.5872 -0.8239
N -0.7382 0.6504 -0.3140
H -3.1554 -0.3976 1.3576
H -2.0143 -2.2069 -0.4093
H 2.6818 -1.7574 0.3689
H 1.1206 -1.0905 -0.2956
H 3.1061 1.0355 0.8673
H 0.7482 1.3735 -1.5594
H 0.0964 2.5339 -0.2278
*
```



*2*
Entry from the OMol25 dataset: C5H7N3 in the gas phase (the ωB97M-V functional and the def2-TZVPD basis).

- Kohn-Sham gap: 0.289 Ha
- SMILES string: [H]/N=N/c1[nH]ccc1C
- HOMO level: -8.00 eV

Geometry as ORCA input:
```
! wB97M-V def2-TZVPD RIJCOSX def2/J DEFGRID3
* xyz 0 1
C -1.0903 -0.8668 1.4074
C 0.0016 -0.4576 0.5035
C 1.2510 -0.7959 0.7298
C 2.0488 -0.0396 -0.1676
C -0.1018 0.5040 -0.5309
H -2.1598 -1.4077 1.0898
H -1.2979 0.1270 1.9993
H -0.7507 -1.6741 2.0952
H 1.6586 -1.2509 1.5448
H 3.0778 0.2570 -0.2133
H 1.1571 1.0009 -2.1112
H -2.2568 1.6655 -2.2386
N 1.1519 0.7433 -0.9928
N -1.3772 0.8347 -0.9569
N -1.3122 1.3601 -2.1582
*
```



What is the stability order? It is *2*, *1*, from most stable to least stable.



*1*
Entry from the OMol25 dataset: C2H6N2O3 in the gas phase (the ωB97M-V functional and the def2-TZVPD basis).

- Kohn-Sham gap: 0.363 Ha
- SMILES string: C/N=N/C(O)(O)O
- HOMO level: -9.19 eV

Geometry as ORCA input:
```
! wB97M-V def2-TZVPD RIJCOSX def2/J DEFGRID3
* xyz 0 1
C 0.1238 -1.7322 -0.6991
C 0.1278 1.7164 0.8442
N 0.1099 -0.3646 -0.2805
N -0.3335 -0.0006 0.8199
O -0.9909 2.4057 1.3827
O 1.1037 1.6358 1.7369
O 0.4427 2.1277 -0.3094
H 1.1458 -2.1186 -0.6299
H -0.1968 -1.7690 -1.6637
H -0.5342 -2.2919 -0.0674
H -0.6650 3.1422 1.9814
H 0.6115 1.4290 2.5551
H 0.4851 1.1726 -0.8259
*
```



*2*
Entry from the OMol25 dataset: a 2-piece molecular cluster, C2H6N2O3 overall (the ωB97M-V functional and the def2-TZVPD basis).

- Kohn-Sham gap (spin up / spin down): 0.329 / 0.265 Ha
- HOMO level (spin up / spin down): -9.43 / -8.93 eV

Geometry as ORCA input:
```
! wB97M-V def2-TZVPD RIJCOSX def2/J DEFGRID3
* xyz 0 1
C 1.5460 -1.2008 -0.1306
C -1.7907 1.1207 0.0014
N 1.0514 1.0671 -0.1869
N -1.4409 -0.1418 0.0939
O -0.7021 -0.4381 1.0858
O -1.6346 -1.0623 -0.7306
O 1.1714 0.0071 0.5523
H 1.5956 -1.8883 0.5813
H 2.5255 -0.7984 -0.7008
H 0.7935 -1.6271 -0.9620
H -2.4736 1.2454 -0.8350
H -1.6324 1.7519 0.9547
H 0.9909 1.9646 0.2764
*
```



What is the stability order? It is *1*, *2*, from most stable to least stable.



*1*
Entry from the OMol25 dataset: C4H6IN2 as an isolated structure (the ωB97M-V functional and the def2-TZVPD basis).

- Kohn-Sham gap: 0.279 Ha
- HOMO level: -13.56 eV

Geometry as ORCA input:
```
! wB97M-V def2-TZVPD RIJCOSX def2/J DEFGRID3
* xyz 1 1
C 0.8239 2.0380 -0.1158
C -0.3805 1.4822 -0.0005
C 1.4721 0.6612 0.0192
C -0.1614 -1.1877 0.0965
N 0.3126 0.1145 0.2106
N -1.5307 -1.2431 -0.1867
I 3.3313 -0.2062 0.0000
H 0.9937 3.1275 -0.2694
H -1.3815 1.3287 -0.0407
H 0.2233 -1.6672 0.9514
H 0.3990 -1.7184 -0.7333
H -2.0667 -0.6139 0.3762
H -2.0350 -2.1157 -0.3075
*
```



*2*
Entry from the OMol25 dataset: an isolated ion of composition C4H6IN2 and charge +1 (the ωB97M-V functional and the def2-TZVPD basis).

- Kohn-Sham gap: 0.289 Ha
- HOMO level: -13.34 eV

Geometry as ORCA input:
```
! wB97M-V def2-TZVPD RIJCOSX def2/J DEFGRID3
* xyz 1 1
C 1.1626 0.5627 0.0082
C -0.9652 1.6190 0.0634
C 0.6374 -0.6348 -0.0582
C 0.5068 -2.0745 -0.0769
N 0.4349 1.7319 0.0494
N -1.4830 0.5099 -0.0647
I -3.2329 -0.3433 0.1081
H 2.2993 0.7083 -0.2866
H -1.5251 2.5542 0.2316
H 0.4208 -2.3845 0.9484
H -0.5163 -2.1837 -0.4410
H 1.2288 -2.5975 -0.7139
H 1.0318 2.5324 0.2321
*
```



*3*
Entry from the OMol25 dataset: an isolated ion of composition C4H6IN2 and charge +1 (the ωB97M-V functional and the def2-TZVPD basis).

- Kohn-Sham gap: 0.310 Ha
- HOMO level: -13.36 eV

Geometry as ORCA input:
```
! wB97M-V def2-TZVPD RIJCOSX def2/J DEFGRID3
* xyz 1 1
C 0.7325 0.7312 -0.2647
C -1.2788 1.7948 0.0665
C 0.1946 -0.4552 -0.3845
C 0.0425 -1.8643 -0.2587
N 0.0867 1.9150 -0.1246
N -1.7164 0.5808 -0.0602
I -3.5567 -0.0881 0.1396
H 1.8119 0.9101 -0.6090
H -1.7857 2.5710 0.4974
H -0.6209 -2.3147 -0.9561
H 1.1623 -2.1637 -0.6439
H -0.1601 -2.3486 0.7253
H 0.5579 2.6304 0.3967
*
```



What is the stability order? It is *3*, *2*, *1*, from most stable to least stable.



*1*
Entry from the OMol25 dataset: an isolated ion of composition C4H11N3 and charge +1 (the ωB97M-V functional and the def2-TZVPD basis).

- Kohn-Sham gap (spin up / spin down): 0.290 / 0.265 Ha
- HOMO level (spin up / spin down): -12.70 / -12.79 eV
- ⟨S²⟩: 0.754

Geometry as ORCA input:
```
! wB97M-V def2-TZVPD RIJCOSX def2/J DEFGRID3
* xyz 1 2
C -0.7136 1.3762 0.9235
C -0.5112 -0.1266 0.6790
C 0.7667 -0.5980 0.0685
C 0.5572 -1.6470 -0.8470
N 0.8479 -1.2860 -2.1393
N 1.9292 -0.1832 0.5539
N -2.1225 1.5892 0.7867
H -0.1544 1.8464 0.1759
H -0.3625 1.9300 1.7474
H -0.7020 -0.7373 1.5911
H -1.2010 -0.2840 -0.1843
H -0.3525 -2.4742 -0.6648
H 1.6572 -0.7014 -2.1012
H 1.2318 -1.9809 -2.8277
H 2.4875 0.0727 -0.2187
H 1.9675 0.6143 1.1865
H -2.7395 1.1236 1.4113
H -2.5859 1.4661 -0.1407
*
```



*2*
Entry from the OMol25 dataset: an isolated ion of composition C4H11N3 and charge +1 (the ωB97M-V functional and the def2-TZVPD basis).

- Kohn-Sham gap (spin up / spin down): 0.324 / 0.158 Ha
- HOMO level (spin up / spin down): -12.94 / -12.94 eV
- ⟨S²⟩: 0.776

Geometry as ORCA input:
```
! wB97M-V def2-TZVPD RIJCOSX def2/J DEFGRID3
* xyz 1 2
C 0.6068 1.5392 1.0705
C 0.5785 0.0580 1.3491
C -0.2625 -0.7568 0.3356
N -1.2488 -1.7705 -2.1574
C -0.1233 -1.1831 -2.1177
N 0.4930 -0.8664 -0.9111
N -0.7060 2.2111 1.1057
H 1.0857 1.8177 0.1309
H 1.2242 2.0455 1.8144
H 1.5838 -0.3685 1.4321
H 0.1763 -0.1874 2.3294
H -1.1455 -0.1758 0.0942
H -0.3899 -1.7704 0.7228
H -1.4126 -2.1613 -3.0927
H 0.5888 -1.1421 -2.9474
H 1.3966 -1.3521 -0.8187
H -1.4352 1.6242 1.4917
H -1.0101 2.4387 0.1686
*
```



What is the stability order? It is *2*, *1*, from most stable to least stable.



*1*
Entry from the OMol25 dataset: a 2-piece molecular cluster, C4H11S overall (the ωB97M-V functional and the def2-TZVPD basis).

- Kohn-Sham gap: 0.188 Ha
- HOMO level: -2.08 eV

Geometry as ORCA input:
```
! wB97M-V def2-TZVPD RIJCOSX def2/J DEFGRID3
* xyz -1 1
C 0.7058 -3.8835 0.3160
C 1.0999 -3.1167 1.5741
H 1.4834 -3.9664 -0.4445
H 0.4272 -4.8948 0.6504
H -0.1729 -3.4581 -0.1659
H 2.0392 -3.4664 1.9950
H 0.3192 -3.1408 2.3254
H 1.2897 -2.0662 1.3487
C -1.5112 3.7722 -0.4968
C -0.2820 3.2121 -1.2189
S -0.4245 3.2206 -3.0236
H -1.6159 4.8295 -0.7963
H -2.4131 3.3285 -0.9245
H -1.3591 3.7114 0.5872
H 0.5932 3.7439 -0.8477
H -0.1788 2.1747 -0.8785
*
```



*2*
Entry from the OMol25 dataset: a 2-piece molecular cluster, C4H11S overall (the ωB97M-V functional and the def2-TZVPD basis).

- Kohn-Sham gap: 0.207 Ha
- HOMO level: -2.12 eV

Geometry as ORCA input:
```
! wB97M-V def2-TZVPD RIJCOSX def2/J DEFGRID3
* xyz -1 1
C 0.1671 -3.7083 2.0314
C 0.3798 -3.0452 0.5679
H -0.9269 -3.7146 2.1912
H 0.7025 -4.6626 1.9374
H 0.8049 -3.1641 2.7540
H -0.0928 -2.0613 0.3831
H 0.0573 -3.7362 -0.2108
H 1.4170 -2.7619 0.4228
C -0.1652 4.0576 -1.5975
C -0.5114 2.7611 -0.8563
S -0.0477 1.2179 -1.7026
H 0.2099 4.9216 -0.9857
H 0.5877 3.8359 -2.3560
H -0.9325 4.5816 -2.1730
H -0.0102 2.8329 0.1375
H -1.6395 2.6455 -0.5434
*
```



What is the stability order? It is *1*, *2*, from most stable to least stable.